# C39H74Br2F4N2O5S2

A molecular structure, C39H74Br2F4N2O5S2 (wB97M-V/def2-TZVPD, the Open Molecules 2025 dataset).

XYZ file:
```
128
Properties=species:S:1:pos:R:3:forces:R:3:mulliken_charge:R:1
C -1.878181 0.718924 -1.205933 0.399 0.922 -0.606 -0.365
C -0.581156 1.347012 -1.745603 0.385 -0.703 0.196 -1.020
C 0.552437 0.307487 -1.959713 -0.664 1.053 -0.527 1.178
C 0.488466 -0.204947 -3.410558 0.849 -0.217 0.330 -2.152
C 1.241479 -1.499208 -3.687580 -1.281 -0.369 -0.237 -0.146
C 0.456076 -2.642138 -4.149507 0.152 -0.661 -0.113 0.692
C -1.042562 -2.491270 -4.325498 0.206 0.430 0.522 -1.971
C -1.812521 -2.228370 -2.996289 0.397 -0.025 -1.021 -0.712
C -2.736347 -3.305520 -2.495587 0.136 -0.317 0.422 0.350
F -3.490914 -2.731803 -1.515343 -0.110 0.098 0.186 -0.256
Br -3.997434 -3.878894 -3.852662 0.074 -0.063 -0.037 -0.064
C -1.966389 -4.549056 -1.859838 -0.891 0.246 0.370 0.492
F -2.206428 -5.681383 -2.515013 0.163 -0.173 -0.296 -0.236
F -0.655680 -4.324694 -1.885243 0.412 0.023 -0.131 -0.149
Br -2.479000 -4.857042 -0.002383 0.083 -0.005 -0.092 -0.140
C 1.030801 -3.858183 -4.441480 -0.309 0.027 0.073 0.243
C 0.308242 -5.072745 -4.967056 0.178 0.384 -0.621 -1.140
C 0.119548 -4.997166 -6.490798 0.354 0.191 0.094 -0.384
F -1.223546 -5.097488 -6.821777 -0.248 -0.062 -0.066 -0.333
C 2.436361 -3.989851 -4.276788 -0.342 0.963 0.135 0.850
N 3.168449 -5.071441 -4.514378 0.347 -0.312 0.017 -0.738
S 4.685570 -4.680627 -4.118469 -0.465 -0.227 -0.146 0.058
N 4.475851 -3.177544 -3.663517 0.272 0.318 0.251 -0.452
C 3.181889 -2.865574 -3.802246 0.621 -0.202 0.141 0.801
C 2.584399 -1.595503 -3.515164 0.525 0.005 0.056 0.557
C 3.359180 -0.384965 -3.022603 0.495 -0.413 -0.062 -1.007
S 5.176434 -0.327485 -3.218794 -0.229 0.129 -0.119 -0.241
C 5.762593 -0.740254 -1.547397 -0.232 0.478 0.498 -0.593
C 6.227860 0.517958 -0.773556 -0.146 -0.245 -0.706 -0.914
H -1.644454 -0.176344 -0.642148 -0.289 -0.128 0.175 -0.279
H -2.535904 0.513058 -2.045481 -0.188 -0.408 0.101 0.144
H -2.391353 1.455755 -0.597556 -0.183 -0.109 0.326 0.517
H -0.759257 1.820066 -2.708574 -0.113 0.221 -0.089 0.387
H -0.219711 2.131305 -1.087499 -0.037 0.059 0.249 0.330
H 1.473957 0.854866 -1.818255 0.317 -0.180 0.171 -0.882
H 0.492498 -0.489416 -1.222583 0.056 -0.168 0.066 0.579
H 0.908504 0.571522 -4.052324 0.000 0.151 -0.063 0.641
H -0.550427 -0.274478 -3.686356 -0.197 -0.115 -0.146 0.765
H -1.217665 -1.619022 -4.945828 -0.067 0.059 -0.272 0.480
H -1.471017 -3.315728 -4.872455 -0.047 -0.286 -0.068 0.679
H -1.097727 -1.969795 -2.221894 -0.078 -0.086 0.304 0.185
H -2.449269 -1.365961 -3.148793 -0.206 0.103 0.108 0.603
H -0.678232 -5.190815 -4.544897 -0.191 -0.150 0.262 -0.016
H 0.913465 -5.946081 -4.759837 -0.071 -0.183 0.310 0.679
H 0.483826 -4.047551 -6.878782 -0.064 0.139 -0.058 0.249
H 0.660680 -5.787625 -7.003198 -0.083 -0.209 -0.059 0.354
H 3.143418 -0.242567 -1.969862 0.122 0.034 0.190 0.283
H 2.981236 0.498753 -3.526299 -0.044 0.123 -0.125 0.487
H 4.939558 -1.180240 -0.994107 -0.174 -0.303 -0.163 0.308
H 6.543209 -1.489049 -1.604298 0.109 -0.114 -0.195 0.628
H 5.693578 0.643131 0.161396 0.043 -0.039 0.228 0.269
H 5.985434 1.360201 -1.412122 0.106 0.374 0.163 0.282
H 7.299642 0.509383 -0.612474 0.168 0.008 0.175 0.186
C -2.525714 -1.542549 2.275867 -0.121 -0.077 0.064 -0.191
C -1.815832 -1.335515 3.602765 0.091 0.006 -0.126 -0.654
O -2.679294 -1.356878 4.723879 -0.028 0.124 0.089 -0.428
C -3.396062 -2.559932 4.927033 -0.065 -0.115 0.028 -0.302
C -2.512042 -3.775400 5.152471 0.101 0.045 -0.090 -1.031
H -3.338324 -0.823086 2.160667 0.029 0.047 -0.025 0.160
H -1.825309 -1.416376 1.448984 0.005 0.002 0.018 -0.015
H -2.954822 -2.542392 2.195868 0.052 -0.001 -0.052 0.127
H -1.348234 -0.350615 3.615615 -0.028 0.024 0.075 0.357
H -1.009235 -2.067557 3.725276 -0.018 -0.027 -0.023 0.388
H -4.090796 -2.738366 4.098085 0.028 -0.027 -0.022 0.283
H -4.005410 -2.386294 5.814221 0.019 0.076 0.002 0.369
H -1.931939 -4.028313 4.263390 -0.038 -0.035 -0.011 0.227
H -3.123498 -4.641669 5.406535 -0.017 0.008 0.016 0.394
H -1.809844 -3.590760 5.966451 -0.028 -0.006 0.029 0.288
C -4.726279 5.622308 2.927790 0.021 -0.103 0.097 -1.070
C -4.383533 4.815089 1.687106 -0.113 0.071 -0.017 -0.293
O -3.401832 3.818528 1.903573 0.214 -0.006 -0.092 -0.387
C -3.730971 2.816551 2.848530 -0.049 -0.145 0.076 -0.289
C -4.960142 2.008920 2.474308 -0.174 0.125 -0.052 -0.927
H -3.823355 6.047210 3.368680 0.003 0.030 -0.029 0.299
H -5.406714 6.434380 2.670087 0.007 0.009 -0.021 0.395
H -5.213156 5.011196 3.689247 -0.048 0.017 -0.023 0.266
H -3.960875 5.476808 0.930508 0.065 -0.049 -0.012 0.327
H -5.288448 4.375468 1.252416 -0.023 0.000 0.048 0.279
H -3.841463 3.251880 3.848102 -0.049 -0.005 -0.006 0.319
H -2.866044 2.153445 2.890936 0.080 0.085 -0.054 0.095
H -5.864724 2.619958 2.482715 -0.035 -0.056 0.036 0.336
H -5.106283 1.189132 3.178788 0.048 -0.010 0.017 0.449
H -4.852413 1.595196 1.469930 0.040 -0.041 0.003 0.214
C -9.960452 0.806159 0.268995 -0.097 0.100 0.040 -1.160
C -8.939687 1.148798 1.340898 -0.024 -0.120 -0.027 -0.217
O -8.839961 2.534467 1.614687 0.191 0.078 -0.028 -0.407
C -10.016368 3.159906 2.090913 -0.108 0.054 0.066 -0.325
C -10.526618 2.594333 3.405845 0.042 -0.135 -0.029 -1.058
H -9.763416 1.374799 -0.640687 0.037 -0.027 -0.012 0.316
H -9.915654 -0.257685 0.034763 0.025 -0.005 -0.004 0.395
H -10.978880 1.032633 0.588355 -0.004 -0.055 0.014 0.276
H -7.948026 0.844893 1.004583 0.044 0.095 0.027 0.259
H -9.142629 0.590716 2.262016 -0.052 -0.008 -0.012 0.330
H -10.802781 3.131923 1.328140 -0.019 -0.038 0.018 0.307
H -9.750297 4.208289 2.228178 0.070 -0.010 -0.041 0.337
H -10.868838 1.563675 3.300964 -0.049 0.021 -0.004 0.263
H -11.366935 3.187113 3.768017 0.005 0.023 -0.003 0.399
H -9.737376 2.607990 4.158746 -0.003 0.042 0.006 0.279
C 3.134525 5.276137 2.262224 -0.089 -0.014 -0.111 -1.045
C 4.107560 4.219768 1.765912 0.065 0.108 0.067 -0.321
O 3.499183 3.183163 1.018016 0.067 -0.181 -0.019 -0.435
C 2.840451 3.584103 -0.166169 -0.304 0.151 -0.151 0.308
C 3.734307 4.237292 -1.203281 0.277 -0.057 0.054 -1.085
H 2.320266 4.813037 2.820984 0.023 -0.006 0.033 0.279
H 3.649513 5.982798 2.913486 0.016 -0.014 0.015 0.398
H 2.693836 5.843277 1.441012 0.039 0.038 0.011 0.263
H 4.571242 3.725132 2.619612 -0.015 -0.073 -0.030 0.346
H 4.918544 4.681837 1.191069 -0.031 0.031 -0.017 0.299
H 1.992895 4.237360 0.073430 0.000 0.001 -0.008 0.303
H 2.421236 2.672685 -0.596299 0.008 -0.069 0.134 -0.297
H 4.143559 5.191086 -0.867358 -0.017 -0.008 0.019 0.369
H 3.183980 4.426964 -2.125359 -0.083 -0.045 0.029 0.400
H 4.563910 3.565676 -1.433407 0.043 0.077 -0.050 0.164
C 11.334719 -2.641343 1.886226 -0.089 0.057 0.096 -1.032
C 10.891266 -1.746983 0.740681 0.125 -0.035 0.000 -0.366
O 9.524659 -1.382864 0.791504 -0.134 -0.035 -0.111 -0.359
C 9.119203 -0.652238 1.933824 -0.046 0.118 0.095 -0.364
C 9.828633 0.682132 2.094607 0.135 -0.053 -0.051 -1.110
H 10.694490 -3.521926 1.952644 0.018 -0.019 -0.034 0.289
H 12.363655 -2.966721 1.730826 0.002 -0.007 -0.023 0.388
H 11.291865 -2.125475 2.846681 0.052 0.011 -0.008 0.260
H 11.012825 -2.279788 -0.202522 -0.074 0.019 -0.024 0.318
H 11.524371 -0.854294 0.681537 0.009 0.000 0.045 0.311
H 9.227667 -1.259086 2.839925 0.048 0.011 0.004 0.352
H 8.051468 -0.474393 1.801812 -0.007 -0.072 -0.074 0.337
H 10.893236 0.556451 2.298007 -0.012 0.009 0.052 0.294
H 9.395854 1.239223 2.925946 -0.026 -0.002 -0.004 0.402
H 9.732122 1.277014 1.185193 -0.046 0.012 0.009 0.291
```
Forces are in eV/Å.

frontier orbital gap	0.2863	hartree
net charge	0
highest occupied orbital energy	-8.0972	eV
2S+1	1
DFT total energy	-227483.7397	eV